Computed, not measured: 3 unconnected molecules or ions with the total composition C16H19N3O4, with ωB97M-V/def2-TZVPD.

- SMILES string: [H]/N=C/C[C@@H](C#N)[C@H](C#C)C#N.O=C1CCCO1.O=C1CCCO1
- Strongest force on any atom: 0.04898 Eh/bohr
- Spin multiplicity: 1
- E_HOMO: -0.359 hartree

Element x y z (Å)
H: -1.058851 1.188267 1.330021
N: -0.370410 1.002790 0.573836
C: 0.128611 -0.160248 0.865194
C: 1.246226 -0.825824 -0.055656
C: 2.667227 -0.108925 0.078613
C: 2.607037 1.317865 -0.571066
N: 2.664047 2.331582 -1.127932
C: 3.139805 0.065319 1.602662
C: 4.334328 1.096158 1.740960
C: 5.136463 2.021168 1.829018
C: 3.640009 -1.338813 2.154250
N: 3.666928 -2.389423 2.648547
H: -0.223586 -0.707689 1.793715
H: 1.287809 -1.945294 0.138245
H: 0.886811 -0.715599 -1.135081
H: 3.415345 -0.781253 -0.449215
H: 2.314220 0.480747 2.271146
H: 5.588504 3.035927 2.012153
O: -3.351858 2.971163 -3.455191
C: -2.163463 3.115542 -3.356628
C: -1.438057 4.435477 -3.274224
C: -0.005426 4.030616 -3.562502
C: 0.040150 2.609992 -3.046313
O: -1.279876 2.087783 -3.260682
H: -1.552001 4.841745 -2.266902
H: -1.815534 5.136953 -4.016876
H: 0.737221 4.680729 -3.098559
H: 0.167700 4.038935 -4.642934
H: 0.264022 2.563346 -1.978238
H: 0.767158 2.002099 -3.586246
O: -2.685315 -1.225289 1.905186
C: -2.565850 -2.419414 1.862336
C: -3.532879 -3.425388 2.431594
C: -2.702859 -4.694997 2.441849
C: -1.755113 -4.473234 1.283516
O: -1.535314 -3.056334 1.241981
H: -4.394498 -3.506928 1.765466
H: -3.847850 -3.141942 3.434665
H: -3.293410 -5.606778 2.346085
H: -2.138006 -4.756299 3.376566
H: -2.185055 -4.787081 0.328276
H: -0.804411 -4.987454 1.428378

Atoms 1-6, force components in eV/Å:
0.3 0.2 -0.7
0.6 -2.2 1.1
0.1 0.8 -0.4
-1.1 0.4 -0.1
-0.5 0.5 0.0
0.5 -1.4 0.1